Record 1
The following is a DFT calculation (wB97M-V/def2-TZVPD) of a structure of composition C6H8AlO6.

Computed properties:
HOMO level (alpha / beta) ... -24.230 / -23.312 eV
Multiplicity ... 2
⟨S²⟩ ... 0.7536
Energy relative to the best compared isomer or geometry (same formula, charge and spin) ... 0.0 kcal per mole
Net charge ... +4
Orbital gap (alpha / beta) ... 4.31 / 3.40 eV

Last column: Löwdin charge in e.
CARTESIAN COORDINATES (ANGSTROEM)
O: 3.85354 1.05096 1.02402  0.315
C: 3.78032 0.44282 -0.07675  -0.448
O: 4.71557 0.49792 -0.91270  0.395
O: 2.69436 -0.25795 -0.40192  0.220
C: 1.65818 -0.31180 0.53235  -0.066
C: 0.40535 -0.69899 -0.05290  0.257
C: -0.73034 -1.10103 0.75306  -0.060
C: -2.11253 -0.99757 0.16021  0.051
O: -2.50476 0.47510 0.22884  0.168
C: -3.57703 0.94572 -0.06346  -0.163
O: -4.67330 1.26286 -0.02892  0.453
Al: 5.11434 1.46794 0.40678  1.302
H: 1.39685 0.70102 0.94240  0.225
H: 1.90417 -0.89568 1.43816  0.218
H: 0.32063 -0.69492 -1.14867  0.203
H: -0.67206 -0.77295 1.80053  0.187
H: -0.51784 -2.20412 0.80455  0.240
H: -2.85274 -1.51958 0.77101  0.182
H: -2.18181 -1.26152 -0.89910  0.174
O: -2.62160 1.75334 -2.40644  0.072
H: -3.39929 2.11841 -2.87104  0.074

---

Record 2
The following is a DFT calculation (wB97M-V/def2-TZVPD) of an isolated molecule of C6H8BN.

Computed properties:
HOMO level ... -9.643 eV
Energy relative to the best compared isomer or geometry (same formula, charge and spin) ... 11.6 kcal per mole
Orbital gap ... 9.68 eV
SMILES string ... CBc1ccncc1

Last column: Löwdin charge in e.
CARTESIAN COORDINATES (ANGSTROEM)
C: 2.57638 -0.61735 0.31752  -0.062
B: 1.59965 0.33188 -0.55162  -0.036
C: -0.00947 0.18337 -0.33938  -0.166
C: -0.68591 -0.99580 0.01286  -0.048
C: -2.04520 -1.09736 0.01800  -0.115
N: -2.73364 0.04794 0.17522  0.046
C: -2.12043 1.19781 0.05766  -0.162
C: -0.80217 1.28942 -0.33802  -0.073
H: 2.18851 -1.59299 0.50634  0.036
H: 2.51760 0.04831 1.19924  0.085
H: 3.59944 -0.67421 0.12046  0.021
H: 2.05983 1.26177 -1.17998  0.069
H: -0.10534 -1.82896 0.23018  0.079
H: -2.78287 -1.85586 0.12376  0.101
H: -2.80792 2.06705 0.31403  0.129
H: -0.44846 2.23499 -0.66627  0.098

---

Record 3
The following is a DFT calculation (wB97M-V/def2-TZVPD) of an isolated molecule of C6H8BrN.

Computed properties:
HOMO level ... -8.899 eV
Energy relative to the best compared isomer or geometry (same formula, charge and spin) ... 41.0 kcal per mole
Orbital gap ... 9.37 eV
SMILES string ... C=C/N=C(\C)C(=C)Br

Last column: Löwdin charge in e.
CARTESIAN COORDINATES (ANGSTROEM)
C: 0.72641 3.06543 0.22169  0.070
C: 1.12551 1.77491 0.31024  -0.157
N: 0.01810 0.93306 0.26898  -0.026
C: -0.00551 -0.28362 0.06557  -0.386
C: 1.07210 -1.25851 -0.27276  -0.043
C: -1.48852 -0.96286 0.12881  -0.642
C: -1.83624 -2.17649 -0.20826  -0.036
Br: -2.72280 0.45255 0.49815  0.713
H: 1.32758 3.94690 0.11657  0.051
H: -0.28010 3.21393 0.13169  0.024
H: 2.01543 1.32185 0.41570  0.058
H: 0.95932 -1.95840 -1.20956  0.123
H: 2.10474 -0.88264 -0.24075  0.074
H: 0.83599 -1.90930 0.55638  0.076
H: -2.82647 -2.51700 -0.16671  0.047
H: -1.02554 -2.75981 -0.61573  0.055

---

Record 4
The following is a DFT calculation (wB97M-V/def2-TZVPD) of the ion C6H8BrN2O3 with charge +1.

Computed properties:
HOMO level (alpha / beta) ... -12.785 / -12.785 eV
Energy relative to the best compared isomer or geometry (same formula, charge and spin) ... 0.0 kcal per mole
Net charge ... +1
Orbital gap (alpha / beta) ... 7.66 / 7.65 eV
SMILES string ... C[N@H+]1CC(Br)=CC([N+](=O)O)=C1[O-]

Last column: Löwdin charge in e.
CARTESIAN COORDINATES (ANGSTROEM)
C: -0.15327 -1.75042 -0.97476  0.003
N: -0.21007 -1.30502 0.36040  -0.062
C: 1.14591 -0.88509 0.98573  -0.120
C: 1.85828 0.24403 0.27604  -0.688
Br: 3.69593 -0.03833 0.00515  0.857
C: 1.06816 1.29887 -0.12889  -0.042
C: -0.39136 1.19499 -0.00035  -0.075
N: -1.12878 2.33543 -0.08743  -0.226
O: -0.53003 3.40435 -0.13950  0.143
O: -2.44606 2.29922 -0.38908  0.171
C: -1.19530 -0.09912 0.43915  -0.218
O: -2.34911 -0.20115 0.73298  0.172
H: -0.97377 -2.22409 -1.37068  0.099
H: 0.13574 -0.82386 -1.43609  0.110
H: 0.62633 -2.51883 -1.15537  0.146
H: -0.45714 -2.13663 0.95595  0.219
H: 1.75022 -1.71611 0.92977  0.080
H: 1.04046 -0.52229 2.04618  0.176
H: 1.41648 1.93971 -0.94968  0.142
H: -2.90264 1.50435 -0.09951  0.113

---

Record 5
The following is a DFT calculation (wB97M-V/def2-TZVPD) of an isolated molecule of C6H8BrNO2S.

Computed properties:
HOMO level (alpha / beta) ... -5.895 / -9.977 eV
Multiplicity ... 3
⟨S²⟩ ... 2.0205
Orbital gap (alpha / beta) ... 6.09 / 7.25 eV

Last column: Löwdin charge in e.
CARTESIAN COORDINATES (ANGSTROEM)
C: 1.47912 -0.19603 1.10418  -0.111
C: 0.49993 0.40769 1.78366  -0.088
C: 1.77949 -0.00816 -0.33218  -0.180
C: -0.67408 1.08119 1.12411  -0.165
C: 1.50749 1.10064 -1.02187  -0.011
C: -1.63566 0.35857 0.50383  -0.766
N: -0.82430 -1.05816 -1.64422  -0.027
O: -0.48114 -2.02339 0.64616  -0.278
O: -2.76787 -1.85864 -0.37458  -0.320
S: -1.46202 -1.31656 -0.13993  0.541
Br: -3.09558 1.28394 -0.21253  0.779
H: 2.03716 -0.74551 1.77276  0.088
H: 0.57387 0.25743 2.79127  0.089
H: 2.37155 -0.87744 -0.90858  0.157
H: -0.65816 2.16733 1.51862  0.150
H: 1.79534 1.12883 -2.02021  0.050
H: 1.01391 1.86331 -0.63122  0.014
H: -1.52405 -1.02911 -2.29294  0.032
H: 0.06500 -0.53592 -1.66632  0.048

---

Record 6
The following is a DFT calculation (wB97M-V/def2-TZVPD) of an isolated molecule of C6H8Cl2.

Computed properties:
HOMO level ... -9.708 eV
Energy relative to the best compared isomer or geometry (same formula, charge and spin) ... 60.1 kcal per mole
Orbital gap ... 10.02 eV
SMILES string ... C=CC(Cl)(Cl)C1CC1

Last column: Löwdin charge in e.
CARTESIAN COORDINATES (ANGSTROEM)
C: -2.85465 0.50384 0.36070  -0.006
C: -1.57420 0.42642 0.78568  -0.221
C: -0.60923 -0.55933 0.11886  -0.952
Cl: -1.22399 -1.83559 -0.88556  0.672
Cl: 0.29846 -1.63845 1.54178  0.475
C: 0.63999 0.09675 -0.62794  -0.382
C: 1.69402 0.73896 0.08748  -0.111
C: 1.98246 -0.71391 -0.58787  -0.098
H: -3.05310 -0.10375 -0.51982  0.025
H: -3.41030 1.45206 0.60756  0.083
H: -1.16067 1.04594 1.71824  0.152
H: 0.49165 0.62826 -1.49385  0.107
H: 1.86282 0.55138 1.03290  0.023
H: 2.19186 1.52516 -0.58539  0.139
H: 2.29697 -1.49022 -0.00515  0.022
H: 2.42788 -0.62752 -1.54764  0.072

---

Record 7
The following is a DFT calculation (wB97M-V/def2-TZVPD) of an isolated molecule of C6H8Cl2N2O2.

Computed properties:
HOMO level (alpha / beta) ... -5.236 / -8.561 eV
Multiplicity ... 3
⟨S²⟩ ... 2.0223
Energy relative to the best compared isomer or geometry (same formula, charge and spin) ... 71.1 kcal per mole
Orbital gap (alpha / beta) ... 3.87 / 3.91 eV

Last column: Löwdin charge in e.
CARTESIAN COORDINATES (ANGSTROEM)
C: -1.20363 -0.08285 1.13999  -0.101
C: -0.27247 -2.13052 1.82190  -0.214
C: 1.13377 -0.83989 0.34389  -0.237
C: 1.04305 0.93214 -1.43725  -0.282
C: -1.34519 0.93812 -0.88884  -0.686
C: -0.09295 -0.74988 1.11986  -0.187
N: -0.19112 1.64666 -1.29763  -0.023
N: 1.81545 0.38095 -0.30046  -0.323
O: -1.64869 1.03717 0.45186  -0.078
O: -1.26763 -2.64636 2.31142  0.085
Cl: -2.82852 1.70188 -1.77273  0.557
Cl: 2.29740 1.62332 1.02483  0.468
H: -2.04204 -0.24380 1.74803  0.127
H: 0.56631 -2.78861 1.99920  0.123
H: 1.87508 -1.35698 0.97404  0.117
H: 1.06007 -1.55613 -0.47230  0.124
H: 0.93276 -0.04141 -2.07389  0.155
H: 1.71989 1.61509 -2.00421  0.132
H: -1.27997 -0.07916 -1.20942  0.116
H: -0.27156 2.64025 -1.47829  0.128

---

Record 8
The following is a DFT calculation (wB97M-V/def2-TZVPD) of a structure of composition C6H8Cl2NOS.

Computed properties:
HOMO level (alpha / beta) ... -12.901 / -12.901 eV
Energy relative to the best compared isomer or geometry (same formula, charge and spin) ... 0.0 kcal per mole
Net charge ... +1
Orbital gap (alpha / beta) ... 7.68 / 7.67 eV

Last column: Löwdin charge in e.
CARTESIAN COORDINATES (ANGSTROEM)
C: 1.00599 -2.46479 -2.00603  -0.036
C: 1.41172 -1.37672 -1.24314  -0.145
C: -0.19920 -3.09727 -1.70935  -0.041
C: 0.73153 -0.85423 -0.22396  -0.723
C: -0.43389 -1.62634 0.14821  -0.037
C: -0.88087 -2.69460 -0.55070  -0.093
N: -0.11210 2.20080 2.85126  0.115
O: -1.74505 0.75429 1.61925  -0.590
S: -1.58747 -0.62427 2.21438  0.583
Cl: 1.25826 0.56606 0.47113  0.810
Cl: -3.32683 -1.55505 2.11823  0.319
H: 1.75365 -2.92872 -2.75031  0.155
H: 2.47688 -1.11182 -1.26226  0.131
H: -0.64593 -3.88737 -2.19463  0.091
H: -1.83160 -3.19172 -0.26034  0.127
H: -0.52446 3.16710 3.13509  0.170
H: 0.87438 2.11912 2.48824  0.080
H: -0.16396 1.63674 3.70995  0.097
H: -0.87730 1.47850 2.15851  -0.013

---

Record 9
The following is a DFT calculation (wB97M-V/def2-TZVPD) of a cluster of 2 separate species, C6H8Cl2Si2 in total.

Computed properties:
HOMO level (alpha / beta) ... -6.832 / -9.466 eV
Multiplicity ... 3
⟨S²⟩ ... 2.0058
Orbital gap (alpha / beta) ... 7.51 / 7.49 eV

Last column: Löwdin charge in e.
CARTESIAN COORDINATES (ANGSTROEM)
C: 1.27816 0.81257 1.77322  -0.112
C: 1.84399 1.23575 0.58598  -0.077
C: 0.30730 -0.16563 1.93560  -0.063
C: 1.28287 0.67013 -0.57586  -0.132
C: -0.16650 -0.74255 0.73029  -0.149
C: 0.18464 -0.20611 -0.49636  -0.499
Si: -0.48909 -0.99890 -2.04079  0.693
Si: -3.20358 1.40604 -1.36452  -0.314
Cl: -1.87784 2.62133 -0.51267  0.234
Cl: -3.72020 2.21661 -3.12186  0.205
H: 1.45789 1.48738 2.59196  0.097
H: 2.62337 1.95388 0.45083  0.098
H: -0.16757 -0.54160 2.82103  0.099
H: 1.80962 0.88469 -1.50757  0.100
H: -0.72071 -1.64757 0.94918  0.096
H: 0.01720 -0.73858 -3.37157  -0.133
H: -0.42400 -2.58598 -1.60592  -0.053
H: -4.32998 1.31111 -0.29272  -0.089

---

Record 10
The following is a DFT calculation (wB97M-V/def2-TZVPD) of a structure of composition C6H8Cl4F6NaO6S2.

Computed properties:
HOMO level ... -6.257 eV
Energy relative to the best compared isomer or geometry (same formula, charge and spin) ... 0.0 kcal per mole
Net charge ... -1
Orbital gap ... 7.77 eV

Last column: Löwdin charge in e.
CARTESIAN COORDINATES (ANGSTROEM)
Na: -0.55873 -0.30424 0.33183  0.211
C: 1.83713 -3.95154 -0.99687  -0.675
F: 0.54793 -4.16470 -1.28170  0.107
F: 2.42146 -5.13919 -0.84274  0.115
F: 2.40752 -3.34921 -2.03643  0.117
S: 2.02103 -2.96302 0.59929  0.488
O: 3.38420 -2.46344 0.50426  -0.330
O: 1.01141 -1.91126 0.48617  -0.386
O: 1.74989 -3.94066 1.62707  -0.301
C: 0.86291 1.27238 4.12515  -0.657
F: 1.82674 1.17638 3.19621  0.106
F: 1.41691 1.10745 5.32957  0.118
F: 0.35188 2.50983 4.07452  0.106
S: -0.43206 -0.05816 3.79269  0.483
O: 0.30999 -1.31774 3.86052  -0.305
O: -1.39901 0.09874 4.86246  -0.327
O: -0.89974 0.34964 2.48693  -0.390
Cl: -3.19399 -0.60521 -0.70883  0.648
C: -3.86560 -0.46720 -2.34545  -0.619
C: -3.23516 0.69178 -3.11114  -0.639
Cl: -1.46071 0.58947 -3.16386  0.586
H: -4.93847 -0.31982 -2.24119  0.075
H: -3.68903 -1.44045 -2.79552  0.072
H: -3.49984 1.66019 -2.69660  0.072
H: -3.63955 0.65688 -4.12412  0.074
Cl: -0.21942 2.54509 0.21747  0.666
C: 0.66687 3.13474 -1.17103  -0.666
C: 2.10794 2.64048 -1.18529  -0.641
Cl: 2.22616 0.89684 -0.90542  0.642
H: 0.61545 4.22336 -1.18774  0.074
H: 0.13518 2.80366 -2.06469  0.032
H: 2.66553 3.20165 -0.44002  0.076
H: 2.46520 2.83729 -2.19551  0.070

---

Record 11
The following is a DFT calculation (wB97M-V/def2-TZVPD) of an isolated molecule of C6H8ClF.

Computed properties:
HOMO level ... -9.529 eV
Energy relative to the best compared isomer or geometry (same formula, charge and spin) ... 77.1 kcal per mole
Orbital gap ... 10.44 eV
SMILES string ... C=C[C@@H]1CC[C@]1(F)Cl

Last column: Löwdin charge in e.
CARTESIAN COORDINATES (ANGSTROEM)
C: -2.45304 -1.01086 0.23051  -0.008
C: -1.22808 -1.02510 -0.50241  -0.129
C: -0.34503 0.11926 0.03407  -0.241
C: 0.54088 1.29234 -0.65499  -0.122
C: 1.76011 0.78383 0.16968  -0.178
C: 1.03751 -0.50082 0.40931  -0.848
F: 0.99535 -0.89176 1.71091  -0.023
Cl: 1.71967 -1.93710 -0.43402  0.678
H: -3.36494 -1.69120 0.15208  0.056
H: -2.60140 -0.03788 0.98492  0.109
H: -1.07316 -1.84095 -1.30553  0.113
H: -0.73119 0.63496 0.83834  0.091
H: 0.37149 2.32221 -0.57487  0.073
H: 0.68588 1.23402 -1.76407  0.115
H: 1.92675 1.43630 1.15580  0.155
H: 2.75920 1.11277 -0.44975  0.159

---

Record 12
The following is a DFT calculation (wB97M-V/def2-TZVPD) of an isolated molecule of C6H8ClNO.

Computed properties:
HOMO level ... -8.703 eV
Energy relative to the best compared isomer or geometry (same formula, charge and spin) ... 32.6 kcal per mole
Orbital gap ... 9.52 eV
SMILES string ... CC(=O)N1CCC=C1Cl

Last column: Löwdin charge in e.
CARTESIAN COORDINATES (ANGSTROEM)
C: -2.17779 1.11633 0.73795  -0.002
C: -1.35252 -0.22878 0.99179  -0.521
O: -1.82134 -1.09801 1.71181  -0.013
N: -0.14893 -0.33325 0.35038  -0.007
C: 0.56944 0.80519 -0.30405  -0.151
C: 1.72566 0.06167 -1.08084  -0.147
C: 1.75349 -1.43713 -0.69360  -0.071
C: 0.81580 -1.73705 0.24624  -0.598
Cl: 0.23246 -3.12167 0.94608  0.780
H: -1.83565 1.41715 -0.31703  0.064
H: -1.88400 1.91792 1.43997  0.075
H: -3.29576 0.86646 0.79876  0.101
H: 1.01573 1.57981 0.31425  0.111
H: -0.17011 1.30758 -0.97176  0.099
H: 2.61578 0.59149 -1.04382  0.071
H: 1.38820 0.33956 -2.10583  0.113
H: 2.56954 -2.04725 -1.02031  0.094

---

no.,calculated total energy (hartree)
1,-925.138102
2,-312.985961
3,-2862.085003
4,-3142.229530
5,-3410.605946
6,-1153.672364
7,-1413.504065
8,-1681.627642
9,-1732.721980
10,-4083.714340
11,-793.343094
12,-823.536182